# 1
This record from the OMol25 dataset describes C5H5Cl in the gas phase. The level of theory is ωB97M-V/def2-TZVPD.

Atoms and positions in Å:
C 0.737 -1.859 -1.635
C 0.842 -0.968 -0.870
C -1.370 0.369 1.255
C -0.567 0.809 0.255
C 0.878 0.513 0.018
Cl 1.753 1.613 -1.024
H 0.635 -2.684 -2.152
H -2.406 0.487 1.433
H -0.933 -0.035 2.123
H -0.915 1.472 -0.500
H 1.346 0.283 1.097

Values from the calculation:
- Electronic energy: -653.55670 a.u.


# 2
This record from the OMol25 dataset describes C14H25N3O2S in the gas phase. The level of theory is ωB97M-V/def2-TZVPD.

Atoms and positions in Å:
C -7.054 -1.022 -0.663
C -6.662 0.359 -0.151
C -5.153 0.607 -0.189
C -4.376 -0.292 0.772
C -2.925 0.147 0.957
H -2.465 -0.468 1.736
H -2.896 1.188 1.287
C -2.094 0.014 -0.324
C -0.664 0.383 -0.067
C 0.284 -0.538 0.285
N 1.582 -0.229 0.550
C 1.931 1.014 0.470
N 1.076 1.998 0.133
C -0.287 1.768 -0.155
O -0.992 2.711 -0.446
H 1.393 2.959 0.087
S 3.574 1.489 0.812
C 4.327 -0.126 1.193
C 4.622 -0.992 -0.043
N 5.795 -0.680 -0.819
C 5.745 0.587 -1.515
H 4.793 0.675 -2.034
H 5.867 1.454 -0.851
H 6.546 0.606 -2.254
C 7.046 -0.862 -0.116
H 7.042 -1.829 0.384
H 7.855 -0.853 -0.846
H 7.252 -0.078 0.628
H 4.732 -2.023 0.309
H 3.756 -0.956 -0.708
H 3.621 -0.634 1.847
H 5.238 0.107 1.742
O -0.013 -1.844 0.384
H 0.795 -2.320 0.617
H -2.487 0.693 -1.081
H -2.144 -1.013 -0.687
H -4.869 -0.273 1.747
H -4.390 -1.323 0.412
H -4.963 1.649 0.077
H -4.797 0.454 -1.209
H -7.154 1.116 -0.766
H -7.023 0.482 0.873
H -8.137 -1.122 -0.692
H -6.668 -1.178 -1.668
H -6.659 -1.803 -0.018

Values from the calculation:
- Electronic energy: -1261.42458 a.u.


# 3
This record from the OMol25 dataset describes C4H11NOS in the gas phase. The level of theory is ωB97M-V/def2-TZVPD.

Atoms and positions in Å:
C 0.552 -1.043 1.138
N 0.958 0.075 0.215
C 2.302 0.703 0.043
O 2.681 0.560 -1.346
C -0.955 -1.355 0.938
C -1.859 -0.073 0.836
S -1.887 0.514 -0.884
H 0.617 -0.710 2.181
H 1.109 -1.936 0.965
H 0.479 0.141 -0.854
H 2.101 1.752 0.153
H 3.095 0.322 0.609
H 2.799 -0.388 -1.323
H -0.927 -1.910 0.017
H -1.389 -1.932 1.757
H -2.927 -0.352 1.042
H -1.643 0.688 1.616
H -1.519 1.708 -0.489

Values from the calculation:
- Electronic energy: -687.11117 a.u.


# 4
This record from the OMol25 dataset describes an isolated ion of composition C5H9O3S2 and charge -1. The level of theory is ωB97M-V/def2-TZVPD.

Atoms and positions in Å:
C -1.282 -1.169 -0.364
C -0.327 -1.044 0.814
C -1.959 0.118 -0.618
C 1.603 0.786 0.599
C 2.649 1.301 -0.201
O -3.983 -1.178 0.375
O -3.120 0.847 1.386
O -4.454 0.963 -0.736
S 1.375 -0.973 0.616
S -3.568 0.182 0.125
H -0.774 -1.602 -1.160
H -1.941 -1.900 -0.009
H -0.549 -0.114 1.343
H -0.579 -2.007 1.356
H -1.310 0.933 -0.917
H 0.860 1.467 1.009
H 2.183 1.900 -1.077
H 3.366 0.679 -0.688
H 3.312 2.149 0.364

Values from the calculation:
- Electronic energy: -1217.92727 a.u.
- Total charge: -1


# 5
This record from the OMol25 dataset describes C18H29Cl2N3Ti as an isolated structure. The level of theory is ωB97M-V/def2-TZVPD.

Atoms and positions in Å:
Ti -0.190 0.055 0.085
C 2.022 2.572 1.604
C 0.627 2.097 1.333
C -0.028 1.221 2.226
C -1.383 0.914 2.070
C -2.081 1.345 0.939
C -1.414 2.134 -0.009
C -0.093 2.546 0.222
H 1.976 3.473 2.218
H 2.540 2.826 0.681
H 2.600 1.831 2.155
H 0.507 0.851 3.092
H -1.873 0.301 2.813
H -3.124 1.088 0.806
H -1.937 2.486 -0.889
H 0.393 3.196 -0.494
Cl 2.202 -0.912 0.702
C 2.992 -2.193 -0.306
Cl 1.853 -2.938 -1.418
H 3.370 -2.934 0.388
H 3.788 -1.714 -0.865
N 0.636 0.318 -2.088
C 1.227 1.598 -2.426
C 0.481 2.538 -3.120
C 1.021 3.793 -3.369
C 2.304 4.100 -2.937
C 3.053 3.144 -2.265
C 2.515 1.891 -2.004
H -0.128 0.131 -2.732
H 1.314 -0.421 -2.256
H -0.514 2.295 -3.476
H 0.442 4.525 -3.915
H 2.726 5.075 -3.141
H 4.063 3.371 -1.949
H 3.100 1.145 -1.476
C -3.224 -2.184 1.632
C -1.901 -2.890 1.368
C -2.134 -4.197 0.614
C -1.154 -3.144 2.671
N -0.975 -2.015 0.560
N -1.453 -1.602 -0.740
H -3.874 -2.860 2.187
H -3.771 -1.930 0.720
H -3.099 -1.288 2.235
H -2.705 -4.886 1.236
H -1.189 -4.688 0.368
H -2.706 -4.049 -0.304
H -1.761 -3.756 3.335
H -0.927 -2.207 3.184
H -0.219 -3.681 2.492
H -0.154 -2.592 0.381
H -2.459 -1.469 -0.686
H -1.280 -2.311 -1.449

Values from the calculation:
- Electronic energy: -2636.92478 a.u.
- Total charge: +2
- Multiplicity: 3


# 6
This record from the OMol25 dataset describes C3H5NOS in the gas phase. The level of theory is ωB97M-V/def2-TZVPD.

Atoms and positions in Å:
C -0.503 -1.185 0.193
C 0.035 0.215 0.115
C 0.208 1.284 1.206
H 0.072 -1.684 1.031
H -1.495 -1.205 0.713
H -0.422 -1.724 -0.786
H 0.764 1.999 0.680
H 0.809 0.439 -2.809
N 0.358 0.781 -0.996
O 0.310 -0.016 -2.147
S -0.136 1.096 2.799

Values from the calculation:
- Electronic energy: -645.39530 a.u.